(1)
Here is a molecular structure, C19H51Br9N2O14S8Zn at a distorted geometry from the OMol25 dataset. Energies are from ωB97M-V/def2-TZVPD.

The geometry in XYZ format:
```
104
Properties=species:S:1:pos:R:3
Zn 14.008 11.637 11.992
N 12.267 14.163 11.911
O 11.146 14.642 11.917
O 13.239 14.775 11.563
O 12.390 12.963 12.139
N 16.419 9.361 11.924
O 15.602 10.292 11.846
O 16.038 8.297 12.326
O 17.603 9.429 11.672
C 8.206 15.631 12.274
S 7.663 16.500 13.777
O 6.564 15.612 14.444
C 9.334 16.145 14.624
H 7.348 15.718 11.608
H 8.444 14.595 12.519
H 9.098 16.048 11.807
H 9.082 16.455 15.638
H 10.144 16.685 14.135
H 9.571 15.082 14.618
C 17.466 12.928 14.438
S 16.551 13.551 12.971
O 15.212 12.795 12.975
C 16.100 15.247 13.589
H 16.998 13.144 15.398
H 18.434 13.415 14.555
H 17.717 11.868 14.462
H 16.973 15.762 13.988
H 15.445 15.089 14.445
H 15.643 15.915 12.860
C 12.169 9.809 15.893
S 13.453 9.710 14.540
O 13.483 11.012 13.736
C 14.966 9.705 15.559
H 11.150 9.720 15.516
H 12.073 10.799 16.340
H 12.359 9.050 16.652
H 15.915 9.816 15.035
H 15.031 8.708 15.994
H 14.912 10.493 16.310
C 15.638 10.992 8.360
S 15.210 12.724 8.920
O 14.654 12.422 10.330
C 16.984 13.167 9.282
H 15.772 10.415 9.275
H 16.531 11.050 7.738
H 14.857 10.513 7.769
H 17.674 13.296 8.448
H 17.428 12.482 10.004
H 17.068 14.099 9.842
C 13.884 15.115 16.740
S 13.760 13.348 16.174
O 13.758 12.459 17.425
C 11.996 13.451 15.710
H 14.878 15.324 17.135
H 13.164 15.237 17.549
H 13.730 15.870 15.969
H 11.346 13.287 16.569
H 11.699 12.726 14.952
H 11.757 14.391 15.213
C 10.991 20.230 12.524
S 12.741 20.022 12.176
O 13.439 20.107 13.555
C 12.745 18.259 11.714
H 10.436 19.911 11.642
H 10.735 21.213 12.920
H 10.769 19.450 13.253
H 13.769 17.942 11.517
H 12.230 18.033 10.780
H 12.211 17.725 12.500
C 11.545 8.059 11.786
S 12.312 9.059 10.459
O 12.873 10.287 11.177
C 13.766 7.960 10.161
H 12.287 7.825 12.550
H 11.243 7.071 11.439
H 10.741 8.628 12.253
H 13.492 7.217 9.412
H 14.250 7.617 11.075
H 14.630 8.415 9.676
C 14.591 16.932 8.176
S 12.964 17.135 7.298
O 13.392 17.438 5.850
C 12.336 15.388 7.405
H 14.950 17.907 8.508
H 15.364 16.491 7.546
H 14.372 16.277 9.019
H 13.070 14.652 7.078
H 11.528 15.343 6.676
H 11.915 15.091 8.365
C 7.719 11.120 14.498
Br 6.382 12.460 14.167
Br 8.419 11.523 16.243
Br 9.240 11.215 13.151
H 7.254 10.134 14.504
C 9.668 12.685 9.363
Br 8.616 10.982 9.361
Br 8.665 14.175 8.459
Br 11.318 12.234 8.467
H 9.859 12.916 10.411
C 7.714 18.868 9.161
Br 7.604 20.365 10.351
Br 6.145 17.572 9.399
Br 9.457 17.985 9.239
H 7.660 19.270 8.150
```

gap between HOMO and LUMO: 0.2986 hartree
total charge: 0
E_tot: -817643.137 eV
LUMO: -0.61 eV


(2)
Here is 5 unconnected molecules or ions with the total composition C19H52BCl2NO8P3 at a distorted geometry from the OMol25 dataset. Energies are from ωB97M-V/def2-TZVPD.

The geometry in XYZ format:
```
86
Properties=species:S:1:pos:R:3
C 3.969 5.241 0.897
C 2.642 4.326 0.655
C 1.399 4.558 1.686
Cl 1.858 4.923 3.441
B 0.269 5.671 1.154
P 1.060 7.337 0.559
N 1.068 7.521 -1.054
P -0.717 6.158 2.770
O -2.015 7.253 2.272
Cl -1.601 4.462 3.687
P -0.883 4.871 -0.165
O -0.117 3.889 -1.174
O -1.685 6.071 -1.201
O -2.192 3.917 0.519
H 4.932 4.559 0.921
H 4.087 5.950 -0.054
H 3.947 5.947 1.827
H 2.351 4.433 -0.496
H 2.982 3.189 0.777
H 0.792 3.524 1.713
H 2.405 7.523 1.081
H 0.251 8.403 1.103
H 0.467 8.353 -1.293
H -2.611 6.795 1.610
H -1.925 5.518 -2.016
H -3.079 4.351 0.334
C -2.076 0.919 -1.168
C -3.096 0.240 -0.271
O -4.438 0.390 -0.725
C -4.743 -0.163 -2.003
C -4.543 -1.667 -2.073
H -2.346 1.967 -1.337
H -1.080 0.878 -0.715
H -2.018 0.435 -2.146
H -3.051 0.702 0.721
H -2.857 -0.819 -0.131
H -4.174 0.349 -2.785
H -5.799 0.058 -2.192
H -3.486 -1.934 -1.982
H -4.906 -2.057 -3.028
H -5.078 -2.168 -1.259
C 2.712 -2.082 0.048
C 3.083 -0.623 -0.151
O 3.546 -0.331 -1.467
C 2.625 -0.557 -2.530
C 1.369 0.292 -2.432
H 3.534 -2.736 -0.261
H 2.480 -2.278 1.100
H 1.836 -2.356 -0.545
H 3.906 -0.376 0.528
H 2.252 0.037 0.115
H 2.378 -1.621 -2.601
H 3.150 -0.298 -3.456
H 0.760 0.007 -1.570
H 0.756 0.173 -3.330
H 1.626 1.351 -2.315
C 0.412 -1.178 3.859
C -0.745 -0.871 2.925
O -0.794 -1.723 1.784
C -0.970 -3.114 2.036
C -2.276 -3.440 2.740
H 1.359 -1.196 3.309
H 0.476 -0.425 4.650
H 0.293 -2.155 4.335
H -0.626 0.150 2.545
H -1.701 -0.893 3.459
H -0.113 -3.513 2.587
H -0.968 -3.609 1.058
H -2.290 -3.045 3.760
H -2.419 -4.523 2.799
H -3.125 -2.998 2.207
C 2.760 -6.250 -1.447
C 1.607 -6.446 -0.479
O 0.457 -5.668 -0.801
C -0.156 -5.931 -2.060
C -0.679 -7.351 -2.192
H 2.993 -5.186 -1.561
H 3.653 -6.772 -1.090
H 2.519 -6.638 -2.440
H 1.929 -6.125 0.518
H 1.338 -7.504 -0.392
H 0.529 -5.684 -2.877
H -1.001 -5.239 -2.143
H 0.138 -8.078 -2.208
H -1.246 -7.465 -3.120
H -1.327 -7.606 -1.347
```

gap between HOMO and LUMO: 0.2460 hartree
total charge: -1
E_tot: -92005.265 eV
LUMO: 2.08 eV


(3)
Here is 17 unconnected molecules or ions with the total composition C19H52IN16O38PS at a distorted geometry from the OMol25 dataset. Energies are from ωB97M-V/def2-TZVPD.

The geometry in XYZ format:
```
128
Properties=species:S:1:pos:R:3
O -0.744 -3.350 1.519
C -0.780 -4.036 0.604
I -0.696 -6.201 0.780
C -0.878 -3.527 -0.851
O -1.684 -2.324 -0.922
C -1.247 -1.604 -1.999
O -0.604 -0.672 -1.818
O -1.654 -1.958 -3.271
P -0.508 -2.718 -4.199
O 0.993 -2.235 -3.844
O -0.886 -2.336 -5.712
S -0.569 -4.664 -4.102
H -1.410 -4.304 -1.413
H 0.113 -3.317 -1.275
H 1.580 -2.937 -4.196
H -0.268 -1.630 -6.035
C 2.087 -1.385 2.948
N 3.451 -1.975 2.918
O 4.008 -2.174 3.979
O 3.924 -2.221 1.824
H 1.804 -1.221 3.981
H 2.123 -0.439 2.398
H 1.412 -2.092 2.469
C 4.280 -2.048 6.949
N 3.729 -2.331 8.302
O 2.885 -1.568 8.738
O 4.160 -3.303 8.880
H 3.806 -1.156 6.558
H 5.352 -1.902 7.057
H 4.064 -2.906 6.321
C 1.345 -0.412 11.271
N 0.623 0.888 11.318
O -0.578 0.876 11.118
O 1.283 1.876 11.554
H 0.632 -1.199 11.052
H 2.094 -0.343 10.489
H 1.805 -0.565 12.243
C 3.061 3.334 2.384
N 2.517 1.987 2.696
O 2.592 1.595 3.842
O 2.031 1.369 1.765
H 3.462 3.770 3.293
H 3.841 3.205 1.641
H 2.244 3.935 1.993
C 0.366 -4.293 -9.058
N 1.021 -2.962 -8.939
O 1.007 -2.434 -7.849
O 1.523 -2.502 -9.944
H -0.032 -4.571 -8.087
H -0.429 -4.201 -9.793
H 1.122 -5.001 -9.385
C 4.231 2.495 -1.400
N 4.536 3.953 -1.336
O 5.377 4.385 -2.091
O 3.910 4.609 -0.523
H 4.857 2.043 -2.162
H 4.443 2.071 -0.423
H 3.179 2.391 -1.651
C -2.444 0.935 -7.622
N -1.119 0.260 -7.644
O -0.591 0.020 -6.567
O -0.655 -0.006 -8.726
H -2.729 1.108 -6.590
H -2.344 1.868 -8.155
H -3.153 0.275 -8.114
C 3.566 -3.284 -0.897
N 2.876 -4.435 -1.537
O 3.232 -5.552 -1.232
O 1.991 -4.163 -2.330
H 4.322 -3.662 -0.219
H 4.016 -2.690 -1.689
H 2.816 -2.713 -0.357
C -2.754 5.410 -9.693
N -3.381 4.079 -9.475
O -3.355 3.618 -8.343
O -3.877 3.542 -10.436
H -2.353 5.762 -8.748
H -1.962 5.283 -10.426
H -3.527 6.084 -10.066
C -2.959 2.117 12.229
N -4.346 2.562 12.542
O -4.978 1.912 13.351
O -4.751 3.550 11.964
H -2.740 1.231 12.814
H -2.916 1.898 11.167
H -2.287 2.929 12.487
C 5.501 -5.238 -4.795
N 4.802 -3.925 -4.767
O 3.611 -3.919 -4.998
O 5.476 -2.946 -4.513
H 4.783 -6.010 -5.031
H 6.273 -5.180 -5.557
H 5.932 -5.399 -3.811
C 0.552 5.178 -1.954
N 0.006 4.979 -0.584
O -0.829 5.765 -0.192
O 0.442 4.037 0.046
H 0.077 6.048 -2.394
H 1.625 5.327 -1.858
H 0.329 4.282 -2.527
C -7.885 4.529 11.018
N -8.730 5.714 10.704
O -9.748 5.866 11.348
O -8.336 6.449 9.822
H -8.356 3.969 11.818
H -7.815 3.929 10.115
H -6.908 4.892 11.324
C -6.069 -1.383 12.765
N -5.257 -2.622 12.904
O -5.840 -3.685 12.853
O -4.062 -2.478 13.058
H -7.109 -1.660 12.634
H -5.936 -0.799 13.672
H -5.700 -0.845 11.897
C 5.702 -6.638 -8.892
N 5.112 -6.918 -7.554
O 4.274 -6.145 -7.134
O 5.513 -7.904 -6.972
H 5.252 -5.734 -9.287
H 6.773 -6.512 -8.757
H 5.485 -7.491 -9.529
C -6.379 8.091 -11.940
N -5.640 6.807 -11.792
O -6.277 5.783 -11.855
O -4.435 6.884 -11.617
H -7.430 7.871 -12.088
H -6.227 8.663 -11.029
H -5.966 8.609 -12.801
```

gap between HOMO and LUMO: 0.2965 hartree
total charge: 0
relative energy (zero: lowest compared OMol25 entry of this formula, charge and spin): 0.0 kcal per mole
E_tot: -150374.025 eV
LUMO: -0.40 eV


(4)
Here is 7 unconnected molecules or ions with the total composition C19H52O7 at a distorted geometry from the OMol25 dataset. Energies are from ωB97M-V/def2-TZVPD.

The geometry in XYZ format:
```
78
Properties=species:S:1:pos:R:3
C 22.941 -19.008 -12.703
C 23.938 -18.106 -11.966
C 24.590 -18.861 -10.822
O 25.070 -17.803 -12.800
H 22.811 -18.543 -13.681
H 21.946 -18.953 -12.262
H 23.324 -20.025 -12.614
H 23.454 -17.162 -11.714
H 25.144 -19.622 -11.372
H 23.817 -19.434 -10.308
H 25.111 -18.391 -9.989
H 25.515 -17.090 -12.337
C 21.037 -19.817 -5.264
C 20.687 -19.377 -6.700
C 21.531 -20.000 -7.769
O 19.334 -19.512 -6.932
H 22.061 -19.496 -5.075
H 21.019 -20.885 -5.049
H 20.401 -19.282 -4.559
H 20.879 -18.308 -6.794
H 21.681 -19.340 -8.624
H 20.956 -20.885 -8.041
H 22.529 -20.225 -7.393
H 19.189 -20.389 -7.296
C 27.541 -14.817 -12.780
C 28.100 -15.597 -11.657
C 29.174 -14.750 -10.927
O 27.017 -15.772 -10.772
H 26.981 -14.011 -12.306
H 26.765 -15.358 -13.321
H 28.308 -14.595 -13.523
H 28.511 -16.572 -11.919
H 29.965 -15.403 -10.558
H 28.781 -14.174 -10.089
H 29.682 -14.057 -11.598
H 27.226 -16.475 -10.153
C 27.526 -20.269 -8.218
C 28.838 -20.811 -8.784
C 28.744 -21.272 -10.287
O 29.738 -19.708 -8.771
H 27.584 -19.668 -7.310
H 26.830 -21.072 -7.974
H 27.073 -19.571 -8.923
H 29.185 -21.643 -8.172
H 27.924 -20.760 -10.790
H 28.573 -22.344 -10.387
H 29.655 -21.224 -10.884
H 30.633 -20.055 -8.766
C 22.725 -17.509 -17.758
C 23.625 -17.847 -16.581
C 25.094 -17.963 -17.015
O 23.442 -17.052 -15.447
H 23.327 -17.197 -18.611
H 22.110 -16.628 -17.571
H 22.084 -18.326 -18.090
H 23.320 -18.817 -16.187
H 25.211 -18.815 -17.684
H 25.754 -18.115 -16.161
H 25.431 -17.085 -17.566
H 23.890 -17.468 -14.707
C 24.698 -23.106 -9.086
C 23.788 -23.863 -10.099
C 23.947 -23.286 -11.479
O 24.179 -25.229 -10.250
H 25.722 -23.132 -9.460
H 24.670 -23.527 -8.081
H 24.397 -22.060 -9.032
H 22.736 -23.899 -9.819
H 24.981 -23.011 -11.683
H 23.288 -22.463 -11.755
H 23.788 -23.951 -12.328
H 23.690 -25.638 -9.532
C 19.947 -19.451 -14.887
O 19.405 -20.291 -15.864
H 20.773 -18.881 -15.311
H 19.169 -18.779 -14.523
H 20.325 -19.958 -14.000
H 19.034 -19.735 -16.553
```

gap between HOMO and LUMO (spin up / spin down): 0.3378 / 0.0906 hartree
2S+1: 2
total charge: +1
relative energy (zero: lowest compared OMol25 entry of this formula, charge and spin): 0.0 kcal per mole
E_tot: -34866.537 eV
LUMO (spin up / spin down): -2.60 / -9.33 eV


Which formula does entry 2 have? C19H52BCl2NO8P3


What is the total charge in the fourth record? +1